A.
C3H4N2O | the ωB97M-V functional and the def2-TZVPD basis

Element x y z (Å)
1 O -2.22 -0.28 0.53
2 N 0.20 0.32 -0.41
3 N 1.80 -1.17 0.34
4 C -0.80 0.55 -1.11
5 C -2.22 0.05 -0.72
6 C 1.22 -0.03 0.41
7 H 2.54 -1.20 1.04
8 H -1.32 -0.17 0.94
9 H 1.47 0.78 1.10
10 H -0.73 1.06 -2.08

## Properties
Highest occupied orbital energy: -8.9 eV
HOMO-LUMO gap: 7.97 eV
Total charge: 0
M: 84.08 g/mol

Mulliken atomic charge list, values in e, 4 entries: O -0.214; N -0.387; N -0.650; C 0.194


B.
C3H4N2O | the ωB97M-V functional and the def2-TZVPD basis

Element x y z (Å)
1 O 2.42 0.40 -0.29
2 N -1.28 -1.09 -0.14
3 N 0.05 -1.10 -0.09
4 C 0.07 0.29 -0.16
5 C -1.67 0.16 -0.17
6 C 1.20 1.04 -0.23
7 H 2.53 -0.13 -1.09
8 H -2.78 0.28 -0.27
9 H 1.30 2.10 0.00
10 H -1.81 -1.94 -0.13

## Properties
Highest occupied orbital energy (spin up / spin down): -7.5 / -7.5 eV
HOMO-LUMO gap (spin up / spin down): 7.94 / 7.94 eV
Total charge: 0
M: 84.08 g/mol

Mulliken atomic charge list, values in e, 4 entries: O -0.461; N 0.354; N -0.804; C 0.307


Stability, lowest: B


A.
C3H4N2O | the ωB97M-V functional and the def2-TZVPD basis

Element x y z (Å)
1 O 1.85 0.33 -0.77
2 N 0.13 1.26 0.64
3 N -1.00 0.82 1.16
4 C -0.34 -0.81 -0.30
5 C -1.24 -0.44 0.66
6 C 0.53 0.40 -0.40
7 H 0.19 1.55 -0.90
8 H -2.08 -1.00 1.05
9 H 2.25 -0.40 -0.29
10 H -0.29 -1.71 -0.84

## Properties
Highest occupied orbital energy: -9.9 eV
HOMO-LUMO gap: 9.76 eV
Total charge: 0
M: 84.08 g/mol

Mulliken atomic charge list, values in e, 4 entries: O -0.488; N -0.248; N -0.359; C -0.434


B.
C3H4N2O | the ωB97M-V functional and the def2-TZVPD basis

Element x y z (Å)
1 O 1.40 -1.40 0.15
2 N -1.92 -0.27 -0.11
3 N 0.10 -1.50 0.07
4 C 0.64 0.87 0.00
5 C -0.51 -0.37 -0.02
6 C 1.81 0.25 0.10
7 H -2.27 0.12 -0.98
8 H -2.36 0.20 0.68
9 H 2.90 0.21 0.17
10 H 0.22 1.88 -0.07

## Properties
Highest occupied orbital energy: -9.7 eV
HOMO-LUMO gap: 10.61 eV
Total charge: 0
M: 84.08 g/mol

Mulliken atomic charge list, values in e, 4 entries: O -0.228; N -0.473; N -0.173; C -0.366


C.
C3H4N2O | the ωB97M-V functional and the def2-TZVPD basis

Element x y z (Å)
1 O 0.29 -1.36 -0.39
2 N 0.76 0.22 1.16
3 N 1.04 -0.30 -1.03
4 C 1.49 0.37 0.09
5 C -0.22 -0.57 0.59
6 C -1.42 -0.02 0.19
7 H -2.09 -0.61 -0.44
8 H -1.85 0.80 0.75
9 H -0.31 0.38 -0.93
10 H 2.32 1.08 0.01

## Properties
Highest occupied orbital energy: -10.2 eV
HOMO-LUMO gap: 10.18 eV
Total charge: 0
M: 84.08 g/mol

Mulliken atomic charge list, values in e, 4 entries: O -0.262; N -0.545; N -0.420; C -0.064


D.
C3H4N2O | the ωB97M-V functional and the def2-TZVPD basis

Element x y z (Å)
1 O 2.35 0.05 -0.28
2 N -0.88 -1.18 -0.39
3 N 0.36 -1.19 -0.42
4 C 0.99 0.10 -0.25
5 C 0.19 1.13 -0.10
6 C -1.11 1.33 -0.11
7 H -1.64 1.49 -1.04
8 H 2.59 -0.88 -0.42
9 H -1.21 -2.14 -0.53
10 H -1.70 1.32 0.80

## Properties
Highest occupied orbital energy: -8.8 eV
HOMO-LUMO gap: 9.02 eV
Total charge: 0
M: 84.08 g/mol

Mulliken atomic charge list, values in e, 4 entries: O -0.519; N -0.445; N -0.143; C 0.186


Stability, lowest: C


A.
C4H6N2O2 | the ωB97M-V functional and the def2-TZVPD basis

Element x y z (Å)
1 O -2.29 -0.89 -0.27
2 O 3.17 0.49 -0.29
3 N -0.19 0.04 0.51
4 N -1.80 1.37 0.01
5 C 2.13 0.00 0.23
6 C 0.79 -0.01 -0.53
7 C 0.37 -1.36 -0.02
8 C -1.45 0.07 -0.02
9 H 0.91 0.75 -1.48
10 H -1.41 2.02 0.66
11 H 2.23 -0.45 1.24
12 H -2.92 1.36 -0.36
13 H -0.66 -1.85 -0.42
14 H 1.13 -1.54 0.74

## Properties
Highest occupied orbital energy: -9.9 eV
HOMO-LUMO gap: 10.63 eV
Total charge: 0
M: 114.10 g/mol

Mulliken atomic charge list, values in e, 4 entries: O -0.669; O -0.511; N -0.368; N -0.451


B.
C4H6N2O2 | the ωB97M-V functional and the def2-TZVPD basis

Element x y z (Å)
1 O 1.00 -2.23 0.45
2 O 1.32 -0.12 1.37
3 N -1.02 0.57 -0.56
4 N 0.22 0.86 -1.20
5 C -0.80 -0.61 0.49
6 C 0.64 -1.09 0.72
7 C -0.22 1.62 -2.20
8 C -1.28 0.83 0.81
9 H 2.21 -0.58 1.50
10 H -0.57 1.40 1.32
11 H -1.35 1.97 -2.51
12 H -1.47 -1.51 0.31
13 H -2.36 0.96 1.02
14 H 0.57 2.08 -2.83

## Properties
Highest occupied orbital energy: -9.3 eV
HOMO-LUMO gap: 10.15 eV
Total charge: 0
M: 114.10 g/mol

Mulliken atomic charge list, values in e, 4 entries: O -0.563; O -0.420; N -0.038; N -0.396


C.
C4H6N2O2 | the ωB97M-V functional and the def2-TZVPD basis

Element x y z (Å)
1 O 2.84 0.16 -0.04
2 O -2.72 -0.59 -0.03
3 N -0.50 -0.95 0.11
4 N 0.66 -0.30 -0.05
5 C 0.42 1.14 0.16
6 C -1.62 -0.15 0.01
7 C -1.12 1.28 -0.11
8 C 1.99 -0.71 -0.07
9 H -1.55 1.96 0.59
10 H -0.54 -1.99 0.07
11 H 0.58 1.33 1.29
12 H -1.39 1.59 -1.15
13 H 2.01 -1.92 -0.04
14 H 0.79 1.86 -0.54

## Properties
Highest occupied orbital energy: -8.6 eV
HOMO-LUMO gap: 9.27 eV
Total charge: 0
M: 114.10 g/mol

Mulliken atomic charge list, values in e, 4 entries: O -0.555; O -0.593; N -0.414; N 0.310


Stability, lowest: A


A.
C4H6N2O2 | the ωB97M-V functional and the def2-TZVPD basis

Element x y z (Å)
1 O 1.67 1.05 0.43
2 O 0.08 -2.05 -0.17
3 N 1.33 -0.64 1.92
4 N -2.08 0.57 -0.42
5 C 0.32 -0.86 -0.33
6 C -0.74 0.49 -0.50
7 C -0.03 0.54 -1.70
8 C 1.07 -0.01 0.72
9 H -2.47 1.40 0.03
10 H -2.55 -0.22 0.02
11 H 1.01 -1.59 2.05
12 H 2.14 -0.32 2.44
13 H 0.86 1.14 -1.87
14 H -0.61 0.50 -2.62

## Properties
Highest occupied orbital energy (spin up / spin down): -7.9 / -7.9 eV
HOMO-LUMO gap (spin up / spin down): 7.42 / 7.42 eV
Total charge: 0
M: 114.10 g/mol

Mulliken atomic charge list, values in e, 4 entries: O -0.626; O -0.592; N -0.418; N -0.500


B.
C4H6N2O2 | the ωB97M-V functional and the def2-TZVPD basis

Element x y z (Å)
1 O 1.26 0.88 -0.60
2 O 1.22 -0.89 0.84
3 N -0.17 -0.36 0.72
4 N -2.11 -0.77 -0.66
5 C -0.85 1.93 0.34
6 C 1.49 -0.42 -0.56
7 C -1.04 -1.21 0.02
8 C 0.05 0.94 0.03
9 H -2.03 0.20 -0.18
10 H -0.70 2.92 -0.10
11 H -0.71 -2.30 -0.06
12 H -1.82 1.58 0.96
13 H 0.83 -1.19 -1.19
14 H 2.61 -0.62 -0.76

## Properties
Highest occupied orbital energy: -9.7 eV
HOMO-LUMO gap: 10.58 eV
Total charge: 0
M: 114.10 g/mol

Mulliken atomic charge list, values in e, 4 entries: O -0.320; O -0.356; N 0.000; N -0.597


C.
C4H6N2O2 | the ωB97M-V functional and the def2-TZVPD basis

Element x y z (Å)
1 O 2.29 1.44 -0.08
2 O 1.57 -0.56 -0.84
3 N -2.65 1.54 -0.33
4 N -0.56 -0.75 0.93
5 C 1.52 0.56 -0.08
6 C -2.12 0.46 -0.45
7 C -1.20 -0.68 -0.40
8 C 0.32 0.37 0.96
9 H -1.80 -1.56 -0.60
10 H 0.84 0.40 1.87
11 H -0.32 1.32 0.75
12 H 0.17 -1.50 0.93
13 H -0.32 -0.60 -1.20
14 H 2.25 -0.46 -1.46

## Properties
Highest occupied orbital energy: -10.0 eV
HOMO-LUMO gap: 10.34 eV
Total charge: 0
M: 114.10 g/mol

Mulliken atomic charge list, values in e, 4 entries: O -0.504; O -0.451; N -0.491; N -0.468


D.
C4H6N2O2 | the ωB97M-V functional and the def2-TZVPD basis

Element x y z (Å)
1 O -1.86 1.47 -0.37
2 O 0.47 -1.20 -0.26
3 N -2.04 -1.61 0.11
4 N 2.63 -0.23 -0.22
5 C -0.72 0.69 -0.10
6 C -0.85 -0.76 -0.22
7 C 1.25 0.00 -0.17
8 C 0.62 1.10 0.19
9 H 1.28 1.94 0.33
10 H 2.83 -1.32 -0.35
11 H -2.65 -1.52 -0.72
12 H -1.46 2.41 0.09
13 H -2.52 -1.18 1.03
14 H 3.02 0.23 0.64

## Properties
Highest occupied orbital energy: -7.2 eV
HOMO-LUMO gap: 7.77 eV
Total charge: 0
M: 114.10 g/mol

Mulliken atomic charge list, values in e, 4 entries: O -0.536; O -0.392; N -0.539; N -0.616


Stability, lowest: B


A.
C4H6N2O2 | the ωB97M-V functional and the def2-TZVPD basis

Element x y z (Å)
1 O -3.43 -0.89 0.13
2 O -1.03 -1.22 -0.45
3 N -1.95 0.83 -0.33
4 N 1.19 -0.96 -0.10
5 C -0.56 0.98 -0.27
6 C 2.27 -0.13 -0.07
7 C -2.27 -0.46 -0.24
8 C -0.01 -0.29 -0.23
9 H 3.02 -0.74 0.78
10 H -2.75 1.65 0.74
11 H 1.14 -1.65 0.66
12 H 0.12 1.83 0.24
13 H 2.50 -0.01 -1.30
14 H 1.76 1.05 0.44

## Properties
Highest occupied orbital energy: -8.2 eV
HOMO-LUMO gap: 7.16 eV
Total charge: 0
M: 114.10 g/mol

Mulliken atomic charge list, values in e, 4 entries: O -0.603; O -0.363; N -0.350; N -0.124


B.
C4H6N2O2 | the ωB97M-V functional and the def2-TZVPD basis

Element x y z (Å)
1 O 2.66 0.14 0.19
2 O -1.73 -1.73 0.27
3 N 0.66 0.77 0.16
4 N -1.84 1.37 -0.02
5 C 1.38 -0.31 0.10
6 C -0.74 0.49 -0.03
7 C 0.62 -1.42 -0.24
8 C -0.73 -0.88 -0.10
9 H -1.61 2.35 -0.60
10 H 3.36 -0.62 -0.06
11 H 1.04 1.75 -0.47
12 H -2.52 -1.21 -0.09
13 H -1.76 1.70 1.07
14 H 1.19 -2.40 -0.18

## Properties
Highest occupied orbital energy: -7.4 eV
HOMO-LUMO gap: 7.96 eV
Total charge: 0
M: 114.10 g/mol

Mulliken atomic charge list, values in e, 4 entries: O -0.548; O -0.558; N -0.215; N -0.638


C.
C4H6N2O2 | the ωB97M-V functional and the def2-TZVPD basis

Element x y z (Å)
1 O 1.73 -0.18 0.27
2 O 0.54 0.94 -1.43
3 N -0.35 1.09 -0.45
4 N 1.29 -1.31 -0.32
5 C -0.67 0.03 0.17
6 C 1.90 0.73 -0.82
7 C -1.73 0.16 1.09
8 C -0.11 -1.23 -0.27
9 H 2.53 0.28 -1.68
10 H 2.05 1.67 -0.28
11 H -1.55 0.31 2.35
12 H -2.75 0.94 0.52
13 H -0.75 -2.23 -0.18
14 H -2.14 -1.20 1.03

## Properties
Highest occupied orbital energy: -9.7 eV
HOMO-LUMO gap: 9.23 eV
Total charge: 0
M: 114.10 g/mol

Mulliken atomic charge list, values in e, 4 entries: O -0.164; O -0.229; N -0.533; N -0.462


Stability, lowest: C


A.
C4H6N2O2 | the ωB97M-V functional and the def2-TZVPD basis

Element x y z (Å)
1 O -1.37 -0.58 -0.91
2 O 0.58 -1.49 -0.34
3 N -0.28 1.86 -0.30
4 N -0.09 -0.38 -0.94
5 C -1.97 -0.42 0.42
6 C 1.76 -0.94 -0.04
7 C 1.83 0.39 -0.11
8 C 0.50 0.85 -0.42
9 H 2.76 0.91 0.09
10 H -2.21 -1.45 0.81
11 H 0.19 2.75 -0.06
12 H -1.26 -0.03 1.17
13 H 2.47 -1.61 0.42
14 H -2.89 0.16 0.22

## Properties
Highest occupied orbital energy: -8.8 eV
HOMO-LUMO gap: 9.71 eV
Total charge: 0
M: 114.10 g/mol

Mulliken atomic charge list, values in e, 4 entries: O -0.329; O -0.355; N -0.638; N 0.264


B.
C4H6N2O2 | the ωB97M-V functional and the def2-TZVPD basis

Element x y z (Å)
1 O 1.95 -1.95 -0.12
2 O -0.97 -1.02 -0.15
3 N 0.29 1.09 -0.15
4 N 2.34 0.22 0.05
5 C 1.70 1.32 -0.07
6 C 0.18 -0.28 -0.09
7 C 1.44 -0.72 0.03
8 C -2.15 -0.16 0.01
9 H -2.24 0.42 0.98
10 H 1.15 -2.59 0.28
11 H -3.00 -0.91 0.11
12 H -2.35 0.44 -0.89
13 H -0.37 1.81 0.18
14 H 2.02 2.35 -0.17

## Properties
Highest occupied orbital energy: -7.7 eV
HOMO-LUMO gap: 8.23 eV
Total charge: 0
M: 114.10 g/mol

Mulliken atomic charge list, values in e, 4 entries: O -0.550; O -0.403; N -0.169; N -0.609


Stability, lowest: A